Below is a molecular structure, C29H52Br3I2N2O8S3, with properties calculated with the ωB97M-V functional and the def2-TZVPD basis.

2S+1: 1
Total energy, hartree: -11359.3038
Charge: +1
Gap between HOMO and LUMO, eV: 7.78

Atoms and positions in Å:
H -1.17591 4.88795 -4.53444
C 2.62632 -2.52747 0.55128
H 0.59129 2.50490 0.64923
H -1.19909 -4.22755 4.75093
C 6.63701 -2.48148 -2.83240
H -3.22313 -1.93465 1.47559
C -0.32438 -4.41191 4.11716
C -3.44004 -2.81885 -0.44722
H -3.06319 7.15776 4.11798
C -0.91703 0.67870 4.13954
H -2.95033 4.91860 -2.83559
I 1.92193 -1.22117 -2.48452
C 7.20663 -3.01127 -4.14422
H -5.05715 5.73460 3.91567
H 7.65896 -2.25337 -4.77940
H -3.00368 3.09344 -6.21053
C -2.16584 4.57774 -4.87553
C -4.37957 4.65009 2.17084
H 0.63958 1.06862 2.16107
H 0.36458 -1.08978 4.25079
H 7.42603 -2.28675 -2.10781
C -3.06803 6.37547 3.36131
Br 1.57608 0.63099 5.44050
N -1.25693 -2.25213 0.70635
H 7.90379 -3.83354 -3.98487
H -1.04878 -1.43210 -1.27220
O 5.16806 -2.63374 -5.77339
H 2.46911 0.05171 -0.23422
H -2.70411 4.82025 4.84711
C -3.03847 4.22953 -3.67261
H 1.55868 3.46567 -0.43219
H -0.89530 -2.10503 2.81524
N -1.01601 -3.66554 0.81516
H -1.23426 -6.07407 3.13286
H -1.57577 0.18252 4.85652
O -1.36895 2.80063 -2.19751
Br -3.47860 -2.22844 -2.26229
O -3.53808 1.75271 -2.81146
H -4.08504 4.10559 -3.95058
H -2.59486 5.39770 -5.44866
Br 2.96119 0.47970 2.55320
H -0.66395 2.05076 -4.55471
H 4.47591 -4.99681 -3.50872
H 0.24868 -2.54433 -0.76000
H 0.07275 1.50338 -1.44681
C -1.73066 2.15632 -4.73599
H -2.33852 -3.71906 2.48033
C 1.05682 0.15042 2.57902
C -0.72969 -5.14679 2.83839
O -3.94374 -3.81468 -0.10375
H 5.04315 -3.17308 -1.50960
H 6.10784 -1.54283 -3.01232
O -3.13806 2.61614 3.39871
H -4.26347 4.84861 1.10671
C 1.68408 -2.23832 1.70573
H 3.91623 -3.30510 -3.63144
C 5.65287 -3.54846 -2.33190
H -2.74083 -0.84186 0.14465
H 0.17163 -3.45464 3.92695
O 3.73100 -2.09447 0.46727
H 2.24819 -3.22110 -0.22597
H -1.38471 -0.63557 1.98068
H 0.15204 -5.44983 2.26256
S 5.78345 -3.68317 -4.99960
H -1.28826 3.37596 -6.47813
C 1.52139 0.02578 -0.77685
I 2.13880 2.18408 -2.93964
C 4.78240 -3.95389 -3.52648
H 1.11416 -3.15632 1.87504
C -2.05464 3.29228 -5.70989
H 6.20619 -4.41605 -1.96715
H -5.02771 6.70470 2.44957
H -1.26856 5.18409 3.84754
S -2.43943 2.62504 -3.15212
C 0.38933 -0.55127 0.13799
O 6.10908 -4.94202 -5.61470
H 2.34266 2.17295 0.48807
C -0.74366 -1.51218 1.91681
H 0.38235 -5.00918 4.69979
H -1.43708 0.78224 3.18681
S -2.86135 3.85384 2.70619
H -2.38294 -5.11358 1.44032
O -1.92819 3.81095 1.60619
C 0.68857 -1.03422 1.59626
H -5.19862 3.95288 2.32877
C 1.42912 2.45339 -0.04887
H 2.32402 -2.08287 2.57822
H -2.55994 6.76198 2.47545
H -2.16173 1.19939 -5.02036
H -1.20661 -4.06739 -0.09684
C 0.44587 -0.02725 4.01146
C -2.35445 5.12265 3.85994
C 1.13366 1.46662 -1.18397
H -0.76349 1.70160 4.49356
C -0.39532 -1.72242 -0.45127
H -0.34398 0.26458 0.24210
C -2.71651 -1.87091 0.50927
C -4.49407 5.93386 3.00249
C -1.69875 -4.40086 1.90757



Below is a molecular structure, CN3O5S, with properties calculated with the ωB97M-V functional and the def2-TZVPD basis.

2S+1: 1
Total energy, hartree: -976.7747
Relative energy (zero: lowest compared OMol25 entry of this formula, charge and spin), kJ/mol: 25.1
Charge: -1
Gap between HOMO and LUMO, eV: 10.22

Atoms and positions in Å:
O -1.06005 -1.34281 1.14514
N 0.13377 -3.28616 0.52319
O -1.32831 0.95793 0.50388
S -0.21585 0.07104 0.49049
N 0.71339 2.16523 -1.39373
O 0.25746 -0.44002 -0.80077
N 0.16397 2.41837 -2.30175
O 1.32741 2.06258 -0.42417
O 0.73064 0.25402 1.53081
C -0.39798 -2.31055 0.78738



Below is a single C4H8O2 molecule, with properties calculated with the ωB97M-V functional and the def2-TZVPD basis.

2S+1: 1
Total energy, hartree: -307.5854
Relative energy (zero: lowest compared OMol25 entry of this formula, charge and spin), kJ/mol: 333.5
Gap between HOMO and LUMO, eV: 9.41

Atoms and positions in Å:
C -1.18064 0.59528 -0.36598
C -0.39872 -0.66262 0.07802
H 1.33768 -2.56489 -0.21572
H -1.40498 0.54853 -1.43619
C 1.05908 -0.65382 -0.38036
O -0.37068 1.98987 1.22326
H -0.41239 -0.72354 1.17193
H 1.57398 0.22718 0.01610
H -0.89942 -1.56455 -0.30637
O 1.77754 -1.76887 0.10579
C -0.31375 1.80550 -0.08652
H 0.24343 2.70709 1.43825
H 1.11459 -0.57656 -1.47841
H -2.12964 0.64801 0.18879



Below is 9 unconnected molecules or ions with the total composition C60H70Cl4N10, with properties calculated with the ωB97M-V functional and the def2-TZVPD basis.

2S+1: 1
Total energy, hartree: -4714.3582
Relative energy (zero: lowest compared OMol25 entry of this formula, charge and spin), kJ/mol: 0.0
Charge: +6
Gap between HOMO and LUMO, eV: 3.96

Atoms and positions in Å:
H 3.15971 0.35928 4.39940
C -0.92254 -1.61042 -4.73422
H -2.71053 5.27403 -8.17821
H 7.02623 -5.24068 7.59039
C -4.79891 0.04435 3.79272
H -1.24401 -1.44808 -8.90660
H 1.32385 -4.10712 4.05101
Cl 0.02342 0.38754 1.75342
C 4.73759 -5.76038 4.16084
C -3.92560 0.44753 -1.70744
H 8.12843 -3.32925 -1.70978
H 2.48380 3.16348 1.40727
H 2.07887 2.36337 4.94758
H 8.67902 -1.37918 0.07380
N -1.37326 -2.08659 -7.02236
C 7.95378 -2.41472 -2.27655
H 7.16718 -0.23785 1.79821
H 3.62174 -3.08773 -0.15120
H 0.09949 -3.05930 1.95500
Cl 1.82497 0.30504 -2.90231
H -2.60533 5.19211 -0.83100
H -2.70258 -3.30997 4.40751
H -2.58058 4.05749 -10.01446
H -3.72461 -0.45382 1.31492
C 6.08760 -5.79208 7.64557
C 7.63746 -1.18160 -0.13240
H -2.43830 1.13574 -7.80823
H -4.70090 -2.12322 4.11364
C -2.63773 4.41679 -7.52533
H 1.43618 -1.41625 -0.33750
N -3.28513 -0.12236 -0.63844
H -3.46443 4.91584 -3.36127
C 1.81668 -3.82474 3.13244
H -1.95608 2.40780 -9.80922
C -0.59415 2.81724 -1.92509
H 1.03993 2.67159 3.46116
H -0.15860 -1.53170 -3.97487
C 5.00537 -0.68370 -0.83837
C -4.01123 3.76983 3.81265
C -0.89583 2.75964 -3.28771
C -2.31177 -1.02727 -0.77666
C -4.18593 -1.17501 4.06765
C -2.71376 3.11799 -9.47808
N 2.88382 1.84448 2.91576
C -2.58180 4.58173 -6.08923
C -2.74677 -1.11414 -3.08383
H -2.68278 5.56311 -5.64980
N 7.16626 -1.54048 -1.41051
H -2.99361 3.75232 4.17398
H 4.19969 -4.07603 7.55958
H 4.77644 -6.30756 3.23053
H -5.87124 0.00578 3.67021
C -2.57644 4.41928 -2.99893
C -2.42878 2.10872 -7.33959
C -2.70280 -2.04936 -6.81274
H 3.99534 -0.49596 -1.17152
H -0.99222 -0.09380 4.43865
H -4.67923 0.75562 0.60550
H 6.29028 -6.85140 7.80326
C 4.61337 0.44903 1.29156
H -1.60933 4.37234 0.96716
H -6.30804 1.76573 2.41191
H -3.72875 2.77870 -9.68492
C 5.51191 -6.08582 5.22217
N -1.29617 3.66040 -1.12049
C -4.66799 2.56539 3.40921
H 1.62798 -2.95583 -1.12823
C -0.81546 -2.30247 -8.38271
H 2.52719 3.59900 3.79945
C 3.58033 -4.08916 5.45921
H -1.08911 -3.28389 -8.77003
C -6.40580 6.45167 2.95767
C 3.82592 -4.68752 4.19048
H -1.21886 -2.31579 -2.01091
H -1.96737 -2.37262 5.78626
C -2.24976 4.52797 -1.60488
Cl 1.51287 -1.12707 6.25063
H 8.87750 -1.90342 -2.54748
H 5.63521 -1.59962 -2.76902
H 0.27383 2.40261 -1.43408
H -2.03140 1.97503 3.75392
C 3.13421 -4.11710 2.99039
N -2.84000 -1.18928 4.35100
C -3.17039 -1.79931 -5.49832
H -1.73920 -1.24404 0.11305
H 0.07118 4.40639 0.37236
C 2.04071 2.62788 3.89084
H 0.59183 -1.86666 -6.26371
C -0.46975 -1.84888 -6.06590
C 3.38710 0.71422 3.40506
H 0.26831 -2.19631 -8.33497
H 5.58974 -5.39681 8.53100
C -2.62383 1.08956 3.93104
C -4.62046 4.94538 3.70041
C -5.93515 2.67971 2.85009
C 4.27511 -4.52321 6.57941
H 6.10702 -6.98567 5.17207
C 5.47254 -0.29808 0.39206
C -3.65198 0.39205 0.63131
N -2.56342 3.21967 -8.03838
H 4.86143 -4.18810 1.64911
C -0.87667 3.86939 0.33601
C 3.09917 2.31094 1.65401
H -4.22969 -1.78437 -5.28842
C -2.05591 -1.63335 -2.00555
C -2.23687 3.44987 -5.32115
C 3.17151 -3.25851 0.81551
N 1.87101 -3.00428 0.89501
H -0.25666 2.17533 -3.93305
H -1.21817 -2.44156 4.17730
C 4.24712 -0.01174 2.61026
H 0.17380 -2.62611 -0.13274
Cl -2.59270 -3.75416 1.53256
C -2.22675 2.25385 -6.00063
H -4.16956 0.43805 -3.76245
C -1.91576 3.55277 -3.87514
H -5.88784 6.84021 2.08083
H -3.34949 -2.20282 -7.66400
H 4.11663 2.01269 -0.19015
C 1.16516 -3.21919 2.02701
H 7.31815 -2.70997 -3.11136
C -2.06239 -0.07360 4.29468
H -4.01230 5.80534 3.93915
C 5.89384 -1.32067 -1.75823
H -1.98739 1.40752 -5.37388
H 4.73442 -0.89201 3.00276
C 1.25091 -2.48403 -0.22086
H -7.49871 4.16351 2.33466
C 3.97234 1.65862 0.81991
C -2.33837 -1.51735 -4.44079
C 6.78842 -0.50953 0.82398
H -0.60055 2.89159 0.73068
H -4.68723 1.19917 -1.56126
H -7.46387 6.27089 2.76817
H 2.91418 -3.27510 5.70407
C -2.16575 -2.41262 4.71521
N 5.27670 -5.45732 6.41677
C -4.04187 1.23486 3.69773
H -2.82571 1.05296 0.89321
C -6.50651 3.93381 2.69408
C -3.66835 -0.08908 -2.96412
C 3.82620 -3.91646 1.79375
H -6.29369 7.03931 3.86883
N -5.87985 5.08151 3.17343



Below is a molecular structure, C4H4N2O2, with properties calculated with the ωB97M-V functional and the def2-TZVPD basis.

2S+1: 1
Total energy, hartree: -414.6723
Relative energy (zero: lowest compared OMol25 entry of this formula, charge and spin), kJ/mol: 456.6
Gap between HOMO and LUMO, eV: 9.27

Atoms and positions in Å:
C -1.81353 0.16967 -0.07581
C 1.46893 -0.21046 -0.03602
O 1.60794 1.17550 -0.04459
C -0.44745 0.84013 0.00807
N -1.08416 -1.19729 -0.17843
H -1.31659 -1.72522 0.64478
N 0.36083 1.85277 -0.05838
O 2.60196 -0.92766 -0.07109
H -2.43051 0.24647 0.82265
H -2.38241 0.52280 -0.92843
C 0.11570 -0.45667 -0.05361
H 3.31930 -0.29005 -0.02914